(1)
Density functional theory data (ωB97M-V/def2-TZVPD) for C53H32AsF21GeMoN3O2P2S3 as an isolated structure at a distorted geometry.

Results
Strongest force on any atom in eV/Å: 1.003
Net charge: +2
Multiplicity: 4
Electronic energy in eV: -291392.338
Gap between HOMO and LUMO (spin up / spin down) in eV: 6.201 / 5.897
Relative energy (zero: lowest compared OMol25 entry of this formula, charge and spin) in kJ/mol: 101.5

Last column: Mulliken spin population.
Positions of all 119 atoms, in Å:
Mo: 0.22732 -0.17465 -0.54420  1.705
C: 0.85032 1.93138 0.58014  -0.035
N: -0.56930 1.53819 0.51885  0.101
P: -1.68362 1.40562 1.99343  0.037
C: -0.67325 0.36057 3.03420  0.203
C: -0.91793 -1.09439 2.76959  0.007
C: -0.04976 -2.02728 3.54041  0.260
C: 0.66428 -1.58914 4.60100  -0.040
C: 0.69792 -0.21859 4.94360  0.317
C: 0.04410 0.72900 4.13464  0.022
C: -1.60892 3.10388 2.61766  0.008
C: -0.48335 3.87440 2.93833  -0.004
C: -0.63483 5.17486 3.39321  -0.002
C: -1.90454 5.72539 3.53868  0.002
C: -3.02790 4.97441 3.22523  -0.001
C: -2.87992 3.67289 2.76141  0.002
P: -1.31491 1.57023 -1.07554  -0.070
C: -1.01047 3.17572 -1.78688  0.007
C: -0.84000 3.26091 -3.16792  0.008
C: -0.74843 4.50836 -3.76676  0.004
C: -0.82457 5.65394 -2.98828  -0.001
C: -0.97493 5.56552 -1.60770  0.000
C: -1.07085 4.32606 -0.99607  -0.008
C: -3.07265 1.32967 -0.84351  -0.056
C: -3.56826 0.02223 -0.86293  0.021
C: -4.92099 -0.21038 -0.67836  0.002
C: -5.78264 0.86174 -0.48421  0.002
C: -5.29604 2.16543 -0.49130  -0.001
C: -3.94566 2.40729 -0.68499  0.002
H: 1.19231 2.03048 1.59792  -0.015
H: 1.07930 2.80618 -0.01475  -0.001
H: 1.48186 1.09993 0.16887  0.040
H: -1.94629 -1.30507 3.04450  0.106
H: -0.08094 -3.07823 3.28432  0.018
H: 1.23889 -2.29861 5.18402  0.006
H: 1.26971 0.10965 5.80267  0.001
H: 0.10290 1.77808 4.40298  0.021
H: 0.52085 3.48290 2.84611  -0.002
H: 0.24299 5.75976 3.64628  0.000
H: -2.01484 6.74070 3.90067  0.000
H: -4.01908 5.39786 3.34280  0.000
H: -3.75698 3.08427 2.50956  0.000
H: -0.76760 2.35688 -3.76237  0.000
H: -0.60837 4.58656 -4.83716  0.000
H: -0.75898 6.62837 -3.45898  0.000
H: -1.02002 6.46449 -1.00678  0.000
H: -1.17737 4.25750 0.08220  -0.004
H: -2.89760 -0.81127 -1.01611  -0.006
H: -5.30366 -1.22388 -0.69228  0.000
H: -6.84403 0.68322 -0.34299  0.000
H: -5.97444 2.99983 -0.35832  0.000
H: -3.58062 3.42634 -0.71260  0.000
O: -0.38150 -5.33680 0.79086  0.000
C: -1.40838 -4.91503 1.55354  -0.007
C: -1.99421 -5.88073 2.36960  0.001
C: -3.04749 -5.56090 3.19620  0.000
C: -3.55458 -4.26057 3.22907  0.001
C: -2.96985 -3.29383 2.44795  0.012
C: -1.87678 -3.58883 1.61652  0.019
C: -1.28779 -2.54879 0.75337  -0.020
O: -0.91804 -1.31844 1.24008  -0.050
N: -1.15606 -2.78999 -0.49384  0.029
N: -0.74056 -1.74760 -1.35153  0.005
C: -1.10597 -2.01299 -2.61299  0.022
S: -1.77309 -3.54927 -2.98638  0.019
C: -1.71929 -3.27629 -4.77946  0.000
C: -2.02051 -1.81833 -5.04038  -0.002
S: -1.02822 -0.84505 -3.86783  0.018
H: -0.11556 -4.65532 0.16469  0.000
H: -1.59699 -6.88784 2.31583  0.000
H: -3.49628 -6.32989 3.81278  0.000
H: -4.40284 -4.01581 3.85569  0.000
H: -3.40846 -2.30335 2.43155  -0.001
H: -2.46283 -3.92749 -5.23763  0.000
H: -0.72748 -3.56087 -5.13078  0.001
H: -3.06924 -1.57272 -4.88299  0.001
H: -1.72083 -1.51519 -6.04175  0.000
F: 1.51989 -1.89853 -0.04087  0.014
As: 3.05049 -1.54663 0.95306  0.014
F: 2.53585 -2.78164 1.98991  0.002
F: 2.00421 -0.40638 1.74333  0.025
F: 4.39364 -1.11572 1.87897  0.000
F: 3.30305 -0.24902 -0.16424  0.016
F: 3.85808 -2.62809 -0.06139  0.000
F: 6.24404 1.86625 -3.79646  0.000
C: 5.19075 2.60568 -4.14022  0.006
C: 3.89438 2.11602 -3.99955  0.010
C: 2.88345 2.93852 -4.47743  -0.007
F: 1.60354 2.53669 -4.48475  -0.007
C: 3.12537 4.18549 -5.01114  0.004
F: 2.11751 4.93659 -5.45357  0.000
C: 4.42062 4.64789 -5.09383  0.001
F: 4.66520 5.83881 -5.60141  0.000
C: 5.46136 3.84988 -4.66441  0.000
F: 6.70850 4.28077 -4.76895  0.000
Ge: 3.57554 0.31955 -3.25612  0.058
S: 1.43247 0.43267 -2.44577  0.143
C: 5.08307 -0.25263 -2.17746  0.030
C: 5.66795 -1.50792 -2.25004  -0.002
F: 5.16677 -2.47169 -3.02563  0.000
C: 6.78180 -1.82578 -1.50012  0.000
F: 7.32468 -3.03149 -1.57712  0.000
C: 7.31585 -0.88396 -0.64807  0.002
F: 8.37110 -1.18319 0.08174  0.000
C: 6.74419 0.37162 -0.53699  -0.001
F: 7.25929 1.26281 0.29839  0.000
C: 5.64219 0.66310 -1.29535  -0.007
F: 5.08424 1.87435 -1.16034  -0.001
C: 3.34476 -0.93397 -4.75243  -0.001
C: 2.61696 -2.10998 -4.65679  0.001
F: 1.99775 -2.45242 -3.51843  0.006
C: 2.54255 -3.01525 -5.69013  -0.001
F: 1.80235 -4.12149 -5.56824  0.000
C: 3.24653 -2.78122 -6.85488  0.000
F: 3.19019 -3.64993 -7.84421  0.000
C: 4.01499 -1.64135 -6.97593  0.000
F: 4.70505 -1.42318 -8.08462  0.000
C: 4.05182 -0.74103 -5.93157  -0.001
F: 4.81651 0.34294 -6.09098  -0.001


(2)
Density functional theory data (ωB97M-V/def2-TZVPD) for C53H33N5O4Pt as an isolated structure.

Results
Strongest force on any atom in eV/Å: 0.711
Multiplicity: 1
Electronic energy in eV: -74384.282
Gap between HOMO and LUMO (spin up / spin down) in eV: 5.215 / 5.304
Relative energy (zero: lowest compared OMol25 entry of this formula, charge and spin) in kJ/mol: 121.7

Last column: Mulliken charge in e.
Positions of all 96 atoms, in Å:
Pt: -0.26796 -0.14173 -0.86523  -0.607
C: -3.56079 1.55494 5.20893  -0.463
C: -3.01193 2.50579 4.36323  -1.150
C: -2.81709 2.22441 3.02136  -0.341
C: -3.15758 0.97438 2.47706  1.267
C: -3.70923 0.02594 3.35552  -0.295
C: -3.91674 0.31630 4.69177  -1.086
C: -2.79241 0.65827 1.08786  -0.094
C: -2.30542 1.69293 0.23491  0.123
C: -2.84089 3.00349 0.05408  -1.462
C: -2.14875 3.59278 -0.96485  -1.082
C: -1.13794 2.67688 -1.38921  1.200
C: -0.11498 2.83446 -2.34263  0.962
C: -0.30338 3.68721 -3.54373  -0.253
C: -0.81426 4.98618 -3.51030  -0.215
C: -1.10461 5.66444 -4.68108  -0.859
C: -0.89573 5.05719 -5.91303  -0.374
C: -0.35194 3.78301 -5.96147  -0.909
C: -0.04191 3.10911 -4.78758  -0.138
C: 1.07383 2.09328 -2.26227  0.345
N: 1.23420 0.93166 -1.57608  0.694
C: 2.52291 0.51986 -1.65489  0.614
C: 2.97940 -0.75210 -1.25787  1.594
C: 4.45368 -0.96147 -1.13297  -1.338
C: 5.02758 -0.94038 0.13607  0.007
C: 6.39982 -1.09395 0.28642  -0.837
C: 7.20740 -1.28054 -0.82914  -0.360
C: 6.63879 -1.31205 -2.09551  -0.804
C: 5.26635 -1.15446 -2.24742  0.104
C: 2.14315 -1.85308 -1.05024  0.418
C: 2.53067 -3.23780 -1.04293  -1.495
C: 1.39429 -3.98231 -1.09744  -1.558
C: 0.28013 -3.07453 -1.05395  1.016
N: 0.78423 -1.81206 -1.03748  0.858
C: -1.08785 -3.37980 -0.97883  1.142
C: -2.03565 -2.49953 -0.45043  0.382
C: -3.32549 -2.82319 0.07432  -1.153
C: -3.78908 -1.71662 0.72846  -1.429
C: -2.80912 -0.68215 0.58310  0.041
N: -1.79219 -1.19013 -0.15049  0.953
C: -1.58274 -4.67931 -1.51235  -0.606
C: -2.41192 -4.63668 -2.63462  -0.085
C: -2.86075 -5.81282 -3.21926  -0.886
C: -2.50236 -7.04212 -2.67914  -0.350
C: -1.70434 -7.08844 -1.54389  -0.829
C: -1.24078 -5.91401 -0.96748  -0.154
C: 3.25367 1.53065 -2.36787  -1.265
C: 2.35657 2.46826 -2.77977  -1.559
N: -1.29716 1.53828 -0.64728  0.905
H: -3.68534 1.76343 6.26447  0.411
H: -2.71013 3.46896 4.75593  0.395
H: -2.34173 2.96417 2.39511  0.404
H: -3.95126 -0.96027 2.99563  0.378
H: -4.34015 -0.44001 5.34212  0.407
H: -3.67043 3.42315 0.60330  0.729
H: -2.30759 4.59060 -1.33860  0.399
H: -0.94990 5.48581 -2.56029  0.478
H: -1.49992 6.67132 -4.63219  0.393
H: -1.15791 5.57479 -6.82739  0.391
H: -0.18768 3.29503 -6.91396  0.385
H: 0.34420 2.09818 -4.83324  0.389
H: 4.39165 -0.78955 1.00194  0.576
H: 6.83819 -1.06975 1.27723  0.396
H: 8.27955 -1.38906 -0.71254  0.382
H: 7.26357 -1.46454 -2.96854  0.385
H: 4.81765 -1.18809 -3.23413  0.479
H: 3.55303 -3.58619 -1.04713  0.551
H: 1.31211 -5.05864 -1.11771  0.579
H: -3.80938 -3.78566 -0.01421  0.608
H: -4.74761 -1.60492 1.20990  0.800
H: -2.67736 -3.67499 -3.06066  0.460
H: -3.48566 -5.76742 -4.10306  0.387
H: -2.84720 -7.96054 -3.13793  0.385
H: -1.44088 -8.04355 -1.10422  0.377
H: -0.63099 -5.95426 -0.07106  0.538
H: 4.31416 1.50671 -2.56138  0.633
H: 2.55807 3.36167 -3.35084  0.642
O: 0.91744 2.07685 1.09180  -0.665
C: 0.66992 1.02493 1.66016  0.309
O: 0.34214 -0.10631 1.07459  -0.745
C: 0.65490 0.95654 3.15879  0.163
C: 0.05999 -0.10639 3.82164  -0.243
C: 0.02672 -0.16238 5.22087  -1.225
C: 0.61085 0.88075 5.89279  1.050
O: 0.72803 1.05510 7.24738  -0.529
C: 1.35011 2.33048 7.43343  -0.283
O: 1.68472 2.84583 6.14622  -0.525
C: 1.18906 1.94557 5.23144  1.008
C: 1.23271 2.01786 3.86780  -0.977
H: -0.39337 -0.89572 3.23616  0.454
H: -0.43813 -0.98400 5.75448  0.418
H: 2.25232 2.21239 8.02968  0.261
H: 0.65546 3.00750 7.93107  0.260
H: 1.67489 2.85407 3.34146  0.537
N: -1.32869 -0.45217 -3.77514  -0.927
C: -0.93385 -0.33566 -2.69556  -0.268